{
  "formula": "C27H41BN2O10S3",
  "method": "the ωB97M-V functional and the def2-TZVPD basis",
  "homo_energy_ev": -7.5,
  "orbital_gap_ev": 7.64,
  "smiles": "CCCCCCCCCCCN1c2ccc(O)cc2Sc2cc(B(N)O)ccc21.O=S1(=O)OCCO1.O=S1(=O)OCCO1",
  "energy_ha": -3134.80345,
  "symbols": ["C", "C", "C", "C", "C", "C", "C", "C", "C", "C", "C", "N", "C", "C", "C", "C", "O", "C", "C", "S", "C", "C", "C", "B", "N", "O", "C", "C", "C", "H", "H", "H", "H", "H", "H", "H", "H", "H", "H", "H", "H", "H", "H", "H", "H", "H", "H", "H", "H", "H", "H", "H", "H", "H", "H", "H", "H", "H", "H", "H", "H", "H", "C", "C", "O", "S", "O", "O", "O", "H", "H", "H", "H", "C", "C", "O", "S", "O", "O", "O", "H", "H", "H", "H"],
  "positions_angstrom": [[4.869, -1.556, 3.122], [5.729, -1.004, 2.003], [5.161, -1.137, 0.570], [3.727, -1.612, 0.442], [3.534, -3.122, 0.374], [2.423, -3.542, -0.571], [1.050, -3.102, -0.081], [-0.054, -3.249, -1.108], [-1.466, -2.917, -0.581], [-2.239, -1.708, -1.161], [-2.203, -0.361, -0.396], [-1.062, -0.117, 0.507], [-1.408, -0.060, 1.882], [-2.230, -1.055, 2.390], [-2.648, -1.067, 3.711], [-2.235, -0.098, 4.563], [-2.689, -0.089, 5.869], [-1.398, 0.894, 4.094], [-0.991, 0.919, 2.774], [0.054, 2.243, 2.334], [0.507, 1.775, 0.703], [1.508, 2.554, 0.133], [1.943, 2.337, -1.165], [3.087, 3.197, -1.792], [3.569, 2.943, -3.106], [3.609, 4.281, -1.085], [1.320, 1.312, -1.867], [0.359, 0.535, -1.305], [-0.073, 0.735, -0.014], [5.439, -1.558, 4.043], [4.565, -2.574, 2.929], [4.000, -0.940, 3.309], [5.969, 0.030, 2.215], [6.677, -1.527, 2.038], [5.814, -1.776, -0.013], [5.214, -0.156, 0.108], [3.115, -1.173, 1.217], [3.336, -1.217, -0.482], [3.329, -3.531, 1.359], [4.470, -3.565, 0.051], [2.430, -4.626, -0.631], [2.614, -3.159, -1.570], [1.116, -2.078, 0.261], [0.799, -3.695, 0.792], [0.179, -2.698, -2.013], [-0.045, -4.297, -1.392], [-2.087, -3.777, -0.795], [-1.389, -2.862, 0.496], [-3.276, -2.019, -1.213], [-1.939, -1.553, -2.188], [-2.201, 0.444, -1.120], [-3.116, -0.256, 0.171], [-2.586, -1.827, 1.737], [-3.314, -1.829, 4.068], [-2.054, -0.539, 6.429], [-1.057, 1.668, 4.761], [1.952, 3.350, 0.708], [4.492, 3.319, -3.267], [3.561, 1.973, -3.385], [4.320, 4.030, -0.493], [1.592, 1.123, -2.891], [-0.058, -0.233, -1.930], [-4.888, 1.635, 2.963], [-6.191, 0.865, 2.957], [-7.189, 1.887, 2.813], [-6.631, 3.075, 1.904], [-7.061, 2.903, 0.564], [-6.854, 4.296, 2.587], [-5.091, 2.671, 1.989], [-4.703, 2.100, 3.934], [-4.034, 1.025, 2.686], [-6.366, 0.318, 3.878], [-6.256, 0.185, 2.104], [-0.885, 2.771, -5.358], [0.201, 2.098, -6.173], [0.039, 0.702, -5.867], [-1.508, 0.369, -5.641], [-2.062, -0.137, -6.841], [-1.610, -0.300, -4.392], [-2.006, 1.877, -5.470], [-0.607, 2.860, -4.306], [-1.169, 3.743, -5.749], [1.201, 2.409, -5.885], [0.058, 2.245, -7.244]],
  "atomic_forces_ev_per_a": [[0.19, 0.21, 0.14], [0.08, -0.41, -0.22], [0.09, 0.44, 0.44], [-0.07, -0.15, -0.15], [0.10, 0.05, 0.06], [-0.22, -0.20, 0.37], [0.23, 0.24, -0.17], [-0.18, -0.12, 0.18], [0.10, 0.15, -0.29], [0.47, -0.19, 0.48], [0.35, -0.55, -0.43], [-0.47, 0.47, 0.31], [0.03, -0.45, -0.35], [-0.23, -0.01, 0.12], [-0.38, -0.72, -0.74], [0.37, 0.61, 0.64], [-0.13, 0.18, 0.04], [-0.02, 0.06, 0.28], [0.24, 0.17, 0.03], [0.03, 0.18, -0.09], [0.39, 0.33, 0.17], [-0.11, -0.31, -0.12], [0.20, 0.16, -0.17], [-0.29, 0.14, 0.04], [0.58, -0.43, 0.49], [0.07, 0.00, -0.07], [0.63, 0.58, -0.32], [-0.30, -0.58, -0.66], [-0.22, -0.13, 0.87], [0.16, -0.03, 0.29], [-0.19, -0.27, -0.04], [-0.39, 0.05, -0.04], [-0.02, 0.35, 0.05], [0.32, -0.11, 0.00], [0.10, -0.21, -0.21], [0.08, 0.24, -0.17], [-0.22, 0.16, 0.27], [-0.21, 0.30, -0.51], [-0.04, -0.14, 0.26], [0.24, -0.22, -0.12], [-0.02, -0.30, -0.24], [0.06, 0.15, -0.25], [-0.11, 0.50, 0.10], [-0.12, -0.16, 0.32], [0.06, 0.28, -0.22], [-0.07, -0.26, -0.28], [-0.21, -0.30, 0.04], [-0.11, 0.10, 0.34], [-0.36, 0.11, -0.05], [0.19, 0.06, -0.31], [-0.11, 0.22, -0.26], [-0.19, 0.05, 0.31], [-0.06, -0.23, -0.19], [-0.17, -0.30, 0.07], [0.11, -0.05, 0.13], [0.03, 0.16, 0.19], [0.05, 0.20, 0.18], [-0.06, 0.26, -0.27], [-0.28, 0.02, -0.31], [0.07, 0.14, 0.16], [0.09, -0.12, -0.31], [-0.32, -0.37, 0.07], [0.07, 0.04, 0.37], [0.08, -0.17, -0.23], [0.01, 0.04, 0.14], [0.04, -0.09, 0.05], [0.00, 0.04, -0.08], [-0.07, 0.06, 0.02], [0.02, -0.13, -0.14], [-0.01, -0.01, 0.00], [0.04, 0.11, -0.20], [-0.11, 0.11, 0.06], [0.02, 0.01, 0.00], [0.14, 0.03, 0.21], [-0.06, 0.08, -0.17], [0.04, 0.07, 0.13], [0.38, 0.59, 0.12], [-0.20, -0.29, 0.15], [-0.16, -0.29, -0.17], [0.02, -0.01, -0.15], [0.02, -0.02, -0.01], [-0.13, -0.04, -0.05], [0.03, -0.12, 0.07], [-0.01, 0.01, 0.01]],
  "lowdin_charge": [-0.11, -0.24, -0.20, -0.23, -0.21, -0.21, -0.22, -0.20, -0.18, -0.15, -0.13, -0.01, -0.21, -0.02, -0.03, -0.35, 0.03, -0.05, -0.45, 1.08, -0.42, -0.06, -0.11, -0.59, 0.19, 0.11, -0.05, -0.01, -0.21, 0.07, 0.06, 0.07, 0.09, 0.09, 0.10, 0.09, 0.10, 0.10, 0.10, 0.11, 0.11, 0.11, 0.09, 0.12, 0.10, 0.11, 0.10, 0.08, 0.10, 0.08, 0.12, 0.11, 0.10, 0.12, 0.11, 0.12, 0.11, 0.08, 0.07, 0.10, 0.10, 0.10, -0.15, -0.15, -0.19, 0.59, -0.22, -0.22, -0.18, 0.14, 0.11, 0.14, 0.13, -0.15, -0.15, -0.20, 0.60, -0.21, -0.23, -0.19, 0.13, 0.14, 0.13, 0.13]
}



{
  "formula": "C57H54N5O2TeTi",
  "method": "the ωB97M-V functional and the def2-TZVPD basis",
  "homo_energy_ev": [-6.7, -6.7],
  "orbital_gap_ev": [6.95, 6.06],
  "multiplicity": 2,
  "relative_energy_kj_mol": 145.6,
  "energy_ha": -3746.28554,
  "symbols": ["Ti", "C", "C", "C", "C", "C", "C", "C", "N", "C", "N", "C", "C", "C", "C", "C", "C", "C", "N", "C", "C", "C", "C", "C", "C", "C", "H", "H", "H", "H", "H", "H", "H", "H", "H", "H", "H", "H", "H", "H", "H", "H", "H", "H", "H", "H", "H", "H", "C", "C", "C", "C", "C", "O", "C", "C", "C", "C", "C", "C", "C", "O", "C", "C", "C", "N", "C", "C", "Te", "C", "C", "C", "C", "C", "C", "C", "C", "C", "C", "C", "C", "H", "H", "H", "H", "H", "H", "H", "H", "H", "H", "H", "H", "H", "H", "H", "H", "H", "H", "H", "H", "H", "H", "H", "H", "C", "C", "C", "C", "C", "C", "N", "H", "H", "H", "H", "H", "H", "H", "H"],
  "positions_angstrom": [[-0.110, -0.261, -0.081], [-3.105, -3.475, -2.786], [-3.612, -4.614, -1.946], [-4.842, -5.209, -2.212], [-5.324, -6.254, -1.436], [-4.578, -6.733, -0.370], [-3.354, -6.149, -0.080], [-2.878, -5.102, -0.858], [-1.617, -4.510, -0.533], [-1.500, -3.205, -0.143], [-2.634, -2.706, 0.407], [-3.153, -1.404, 0.213], [-2.324, -0.367, -0.195], [-2.993, 0.824, -0.528], [-4.360, 0.983, -0.387], [-5.127, -0.067, 0.099], [-4.543, -1.285, 0.395], [-5.378, -2.444, 0.877], [-0.376, -2.528, -0.246], [0.732, -3.343, -0.679], [1.303, -3.102, -1.925], [2.393, -3.833, -2.362], [2.915, -4.834, -1.557], [2.330, -5.096, -0.330], [1.235, -4.368, 0.133], [0.633, -4.748, 1.463], [-3.606, -3.460, -3.752], [-2.030, -3.552, -2.956], [-3.286, -2.510, -2.303], [-5.426, -4.845, -3.049], [-6.284, -6.697, -1.671], [-4.946, -7.550, 0.236], [-2.756, -6.493, 0.755], [-0.772, -4.966, -0.840], [-3.345, -3.409, 0.529], [-2.437, 1.661, -0.923], [-4.830, 1.921, -0.658], [-6.198, 0.050, 0.227], [-6.413, -2.134, 1.013], [-5.026, -2.833, 1.837], [-5.385, -3.280, 0.167], [0.898, -2.310, -2.542], [2.840, -3.608, -3.322], [3.777, -5.404, -1.880], [2.735, -5.880, 0.301], [1.417, -4.881, 2.208], [0.090, -5.693, 1.384], [-0.062, -4.000, 1.842], [0.220, 6.597, -0.283], [0.107, 5.125, -0.580], [-0.347, 4.671, -1.810], [-0.481, 3.312, -2.100], [-1.007, 2.878, -3.433], [-1.889, 2.056, -3.530], [-0.417, 3.520, -4.651], [-1.178, 3.575, -5.815], [-0.647, 4.136, -6.965], [0.655, 4.621, -6.963], [1.424, 4.552, -5.810], [0.885, 4.012, -4.650], [-0.138, 2.383, -1.117], [-0.174, 1.060, -1.348], [0.351, 2.818, 0.127], [0.473, 4.178, 0.372], [0.812, 1.773, 1.070], [-0.073, 0.826, 1.571], [-1.314, 1.345, 2.167], [-1.081, 2.174, 3.421], [-0.714, 1.000, 5.184], [1.035, 1.982, 5.814], [2.016, 1.245, 6.472], [3.177, 1.863, 6.917], [3.381, 3.215, 6.686], [2.407, 3.952, 6.027], [1.232, 3.344, 5.608], [2.210, 1.797, 1.478], [2.583, 1.369, 2.757], [3.903, 1.436, 3.163], [4.876, 1.914, 2.295], [4.520, 2.343, 1.023], [3.199, 2.295, 0.619], [-0.029, 7.195, -1.159], [1.230, 6.863, 0.031], [-0.459, 6.887, 0.522], [-0.606, 5.393, -2.577], [-2.183, 3.172, -5.802], [-1.246, 4.191, -7.865], [1.072, 5.052, -7.865], [2.442, 4.919, -5.813], [1.478, 3.959, -3.746], [0.880, 4.499, 1.327], [-1.971, 0.502, 2.375], [-1.849, 1.965, 1.440], [-1.968, 2.772, 3.621], [-0.232, 2.850, 3.306], [1.885, 0.179, 6.622], [3.931, 1.278, 7.430], [4.293, 3.694, 7.019], [2.556, 5.010, 5.851], [0.465, 3.938, 5.124], [1.815, 1.002, 3.426], [4.175, 1.119, 4.162], [5.913, 1.953, 2.609], [5.280, 2.703, 0.341], [2.927, 2.621, -0.378], [2.082, -1.791, 1.982], [2.638, -1.341, 0.669], [3.941, -1.408, 0.251], [3.988, -0.832, -1.046], [2.717, -0.426, -1.359], [2.292, 0.233, -2.634], [1.863, -0.739, -0.308], [2.621, -2.673, 2.333], [1.027, -2.055, 1.915], [2.158, -1.022, 2.752], [4.758, -1.828, 0.819], [4.850, -0.727, -1.689], [3.104, 0.154, -3.357], [2.064, 1.295, -2.505], [1.404, -0.220, -3.078]],
  "atomic_forces_ev_per_a": [[-0.17, -0.05, 0.54], [0.02, 0.01, -0.01], [-0.02, -0.02, 0.03], [0.02, 0.02, -0.01], [-0.02, 0.00, -0.01], [0.01, 0.00, 0.01], [0.01, 0.00, 0.00], [0.00, 0.04, -0.05], [-0.05, 0.03, 0.10], [0.07, 0.03, 0.02], [0.05, -0.02, -0.02], [-0.02, 0.00, -0.01], [0.30, 0.08, 0.04], [-0.03, -0.05, 0.02], [-0.03, 0.00, 0.00], [-0.03, 0.02, 0.01], [0.02, 0.01, 0.02], [-0.02, -0.04, 0.02], [-0.03, 0.04, -0.03], [-0.01, 0.03, -0.03], [0.03, -0.04, -0.03], [-0.04, 0.03, -0.01], [0.00, -0.02, 0.04], [0.03, -0.01, -0.02], [0.01, -0.01, 0.00], [0.02, 0.03, 0.06], [0.00, 0.00, 0.01], [-0.01, 0.00, -0.01], [0.01, -0.01, 0.01], [0.00, -0.01, 0.01], [0.01, 0.00, 0.01], [0.00, 0.01, -0.01], [0.00, 0.01, -0.01], [-0.02, 0.00, -0.06], [-0.02, -0.03, -0.01], [0.02, 0.03, -0.03], [0.01, -0.02, 0.01], [0.02, 0.00, 0.00], [0.01, 0.01, -0.01], [0.00, 0.02, -0.02], [0.01, 0.02, -0.01], [-0.03, -0.03, 0.03], [-0.01, 0.00, 0.02], [-0.02, 0.01, 0.00], [-0.01, 0.01, -0.01], [0.00, -0.01, -0.01], [0.01, 0.01, 0.01], [0.03, 0.00, -0.01], [-0.02, 0.01, 0.02], [0.02, 0.03, 0.02], [-0.03, -0.06, -0.02], [0.06, 0.06, 0.14], [0.02, 0.00, -0.01], [-0.06, -0.03, 0.01], [0.05, -0.01, 0.03], [0.01, 0.00, -0.05], [-0.03, -0.01, 0.01], [0.01, 0.01, -0.01], [0.00, 0.00, 0.00], [-0.02, 0.01, -0.04], [0.11, -0.12, 0.04], [-0.21, 0.06, -0.15], [-0.02, 0.07, -0.07], [0.03, -0.01, 0.03], [0.01, -0.12, -0.07], [-0.20, -0.10, -0.38], [-0.02, 0.00, -0.15], [-0.03, 0.01, 0.09], [-0.02, -0.04, -0.09], [0.07, 0.08, 0.06], [0.00, -0.06, -0.03], [-0.01, -0.02, -0.02], [0.00, 0.03, 0.00], [0.01, -0.01, 0.02], [-0.02, -0.03, 0.00], [-0.01, 0.03, 0.05], [-0.04, 0.04, -0.05], [0.02, -0.01, 0.05], [0.01, 0.00, 0.01], [0.00, 0.00, -0.03], [0.01, 0.00, 0.03], [0.00, -0.01, 0.00], [0.00, -0.02, 0.00], [0.01, 0.00, -0.01], [-0.01, -0.01, 0.01], [0.02, 0.01, 0.02], [0.02, 0.00, 0.01], [-0.01, -0.01, 0.02], [-0.01, 0.00, 0.01], [0.01, 0.00, -0.02], [-0.01, 0.01, -0.03], [-0.01, -0.06, -0.01], [0.00, 0.12, 0.03], [0.04, 0.01, 0.01], [0.02, -0.05, -0.03], [0.00, 0.04, 0.00], [0.00, 0.01, 0.00], [-0.01, 0.00, -0.01], [-0.01, -0.01, -0.01], [0.03, 0.01, 0.02], [0.02, 0.00, 0.00], [-0.02, -0.01, 0.01], [-0.02, 0.00, 0.00], [-0.03, -0.01, 0.00], [-0.01, -0.02, 0.00], [-0.02, -0.03, 0.02], [0.02, 0.03, 0.00], [-0.01, -0.06, 0.02], [-0.03, 0.06, -0.02], [0.01, -0.02, 0.05], [0.01, 0.04, 0.03], [0.21, 0.13, -0.09], [0.01, 0.01, 0.00], [-0.06, -0.03, -0.02], [0.02, -0.05, -0.04], [-0.01, 0.01, -0.04], [0.00, 0.00, 0.02], [0.01, 0.00, 0.01], [0.00, -0.01, 0.01], [-0.03, -0.01, -0.01]],
  "lowdin_charge": [1.16, -0.01, -0.20, -0.04, -0.08, -0.08, -0.02, -0.22, 0.14, -0.38, 0.16, -0.23, -0.12, -0.13, -0.08, -0.05, -0.22, -0.04, 0.07, -0.26, -0.03, -0.06, -0.08, -0.04, -0.24, -0.05, 0.08, 0.08, 0.09, 0.11, 0.10, 0.10, 0.11, 0.14, 0.10, 0.08, 0.10, 0.11, 0.08, 0.09, 0.07, 0.11, 0.11, 0.10, 0.11, 0.08, 0.08, 0.07, -0.05, -0.25, 0.02, -0.08, -0.29, 0.12, -0.15, -0.02, -0.07, -0.08, -0.07, -0.03, -0.26, -0.19, -0.11, 0.03, -0.22, -0.08, -0.32, -0.48, 1.28, -0.60, -0.17, -0.10, -0.09, -0.08, -0.14, -0.17, -0.04, -0.06, -0.08, -0.07, -0.01, 0.07, 0.08, 0.08, 0.13, 0.12, 0.10, 0.10, 0.10, 0.12, 0.13, 0.10, 0.11, 0.05, 0.04, 0.09, 0.10, 0.10, 0.10, 0.09, 0.07, 0.10, 0.10, 0.10, 0.12, -0.03, -0.36, -0.05, -0.07, -0.38, -0.04, -0.05, 0.08, 0.05, 0.05, 0.10, 0.10, 0.08, 0.06, 0.06]
}



{
  "formula": "C5H11NOS",
  "method": "the ωB97M-V functional and the def2-TZVPD basis",
  "homo_energy_ev": -9.2,
  "orbital_gap_ev": 9.91,
  "relative_energy_kj_mol": 292.2,
  "smiles": "CN(C)C(=O)CCS",
  "energy_ha": -725.21361,
  "symbols": ["C", "C", "S", "C", "N", "C", "C", "O", "H", "H", "H", "H", "H", "H", "H", "H", "H", "H", "H"],
  "positions_angstrom": [[0.636, 0.725, 1.162], [1.871, -0.238, 1.109], [1.697, -2.005, 1.912], [0.240, 0.926, -0.208], [-0.530, -0.014, -0.739], [-0.583, -0.101, -2.205], [-1.875, -0.102, -0.013], [0.527, 1.944, -0.819], [0.880, 1.518, 1.711], [-0.099, 0.340, 1.720], [2.692, 0.095, 1.731], [2.220, -0.399, 0.034], [0.396, -2.086, 2.034], [0.417, -0.290, -2.639], [-1.325, -0.745, -2.445], [-0.727, 0.944, -2.763], [-2.631, -0.218, -0.886], [-2.118, 0.730, 0.684], [-1.687, -1.025, 0.619]],
  "atomic_forces_ev_per_a": [[2.94, -3.12, -1.32], [-0.03, -1.69, -0.31], [0.79, 1.33, -0.77], [0.00, 3.73, -0.90], [-2.17, -1.51, -1.15], [2.50, 4.93, -0.24], [0.81, -1.93, -0.98], [0.99, -0.14, -0.21], [1.33, 3.88, 1.41], [-2.90, -2.14, 1.89], [0.09, 0.51, -0.30], [-0.43, 0.19, 1.57], [-0.89, 0.10, -0.09], [-0.48, -0.83, 0.57], [-1.90, -2.17, -1.11], [-0.48, -1.80, 1.47], [0.94, 0.06, 2.08], [0.26, -0.24, -0.93], [-1.34, 0.84, -0.70]],
  "lowdin_charge": [-0.15, -0.40, 0.64, -0.59, -0.15, -0.05, 0.00, 0.09, 0.09, 0.06, 0.04, 0.09, -0.22, 0.09, 0.03, 0.13, 0.12, 0.10, 0.09]
}



{
  "formula": "C5H16N",
  "method": "the ωB97M-V functional and the def2-TZVPD basis",
  "homo_energy_ev": -15.2,
  "total_charge": 1,
  "orbital_gap_ev": 11.94,
  "relative_energy_kj_mol": 13.9,
  "energy_ha": -254.59697,
  "symbols": ["C", "C", "C", "H", "H", "H", "H", "H", "H", "H", "H", "C", "N", "C", "H", "H", "H", "H", "H", "H", "H", "H"],
  "positions_angstrom": [[-0.003, 1.228, 1.685], [-1.273, 1.401, 0.863], [-2.262, 0.245, 1.036], [-0.053, 1.760, 2.633], [0.893, 1.626, 1.197], [0.206, 0.184, 1.942], [-1.047, 1.483, -0.212], [-1.777, 2.338, 1.091], [-3.121, 0.344, 0.376], [-1.770, -0.715, 0.833], [-2.625, 0.178, 2.061], [1.051, -0.237, -2.287], [1.017, -0.506, -0.826], [1.394, -1.915, -0.479], [0.701, 0.768, -2.478], [2.069, -0.360, -2.647], [0.408, -0.954, -2.794], [0.117, -0.240, -0.423], [1.674, 0.112, -0.351], [0.524, -2.537, -0.667], [1.664, -1.976, 0.570], [2.210, -2.227, -1.123]],
  "atomic_forces_ev_per_a": [[0.43, 0.16, 0.25], [-0.35, -0.30, -0.50], [0.22, -0.02, 0.17], [-0.11, -0.06, 0.08], [-0.08, 0.13, -0.07], [-0.13, -0.05, -0.06], [0.10, 0.04, 0.06], [0.12, 0.07, 0.10], [-0.02, -0.01, -0.01], [-0.10, -0.02, -0.08], [-0.02, 0.06, 0.03], [-0.15, -0.13, -0.27], [0.62, 0.01, 0.23], [-0.56, -0.07, -0.07], [-0.03, 0.17, 0.00], [0.04, 0.03, 0.08], [-0.04, 0.01, 0.08], [-0.23, -0.19, -0.02], [0.09, 0.15, -0.08], [0.04, -0.10, -0.02], [0.05, 0.05, 0.04], [0.10, 0.07, 0.07]],
  "lowdin_charge": [-0.13, -0.32, -0.11, 0.08, 0.07, 0.07, 0.09, 0.11, 0.08, 0.06, 0.08, 0.01, -0.04, 0.02, 0.11, 0.11, 0.11, 0.11, 0.16, 0.11, 0.11, 0.11]
}